2 unconnected molecules or ions with the total composition C21H22ClO7. Source: OMol25; level of theory: wB97M-V/def2-TZVPD.

E_HOMO: -0.2102 Ha
Kohn-Sham gap: 7.36 eV
multiplicity: 1
charge: -1

Cartesian coordinates (Å):
C (1.977, 4.031, -2.775)
O (0.768, 4.673, -2.425)
C (-0.353, 3.810, -2.437)
C (-1.424, 4.313, -1.469)
C (-0.880, 4.926, -0.179)
C (-0.165, 3.970, 0.793)
C (-0.620, 2.514, 0.754)
C (0.044, 1.671, 1.857)
C (0.229, 0.230, 1.455)
C (1.492, -0.354, 1.405)
C (1.662, -1.680, 1.038)
C (0.558, -2.434, 0.666)
C (-0.721, -1.859, 0.713)
C (-0.881, -0.545, 1.122)
C (-1.904, -2.665, 0.304)
O (-3.015, -2.497, 0.760)
C (-1.623, -3.681, -0.758)
C (-2.601, -4.048, -1.675)
C (-2.294, -4.948, -2.687)
C (-1.016, -5.494, -2.767)
C (-0.046, -5.151, -1.834)
C (-0.344, -4.238, -0.831)
C (0.689, -3.838, 0.183)
O (1.549, -4.609, 0.532)
H (2.670, 4.797, -3.119)
H (2.414, 3.531, -1.904)
H (1.824, 3.299, -3.572)
H (-0.045, 2.789, -2.189)
H (-0.773, 3.774, -3.450)
H (-2.009, 5.081, -1.981)
H (-2.110, 3.490, -1.264)
H (-1.715, 5.409, 0.337)
H (-0.196, 5.725, -0.463)
H (0.914, 4.026, 0.624)
H (-0.317, 4.329, 1.816)
H (-0.374, 2.067, -0.210)
H (-1.707, 2.485, 0.864)
H (1.018, 2.102, 2.097)
H (-0.577, 1.686, 2.755)
H (2.355, 0.229, 1.700)
H (2.639, -2.142, 1.046)
H (-1.883, -0.136, 1.177)
H (-3.590, -3.620, -1.589)
H (-3.059, -5.217, -3.404)
H (-0.772, -6.193, -3.557)
H (0.940, -5.593, -1.885)
O (1.546, -3.708, 5.099)
Cl (2.653, -2.806, 4.890)
O (3.850, -3.350, 5.490)
O (2.353, -1.521, 5.484)
O (2.867, -2.629, 3.466)

In elementary charge units, the Mulliken charges are: C -0.73; O -0.33; C -0.46; C -0.73; C -0.80; C -0.79; C -0.31; C -1.14; C 0.89; C -0.79; C -1.01; C 0.85; C 0.68; C -0.78; C 0.07; O -0.60; C 0.47; C -0.71; C -0.49; C -0.47; C -0.77; C 0.46; C 0.05; O -0.56; H 0.26; H 0.26; H 0.33; H 0.37; H 0.36; H 0.43; H 0.28; H 0.36; H 0.33; H 0.34; H 0.37; H 0.29; H 0.34; H 0.47; H 0.36; H 0.35; H 0.31; H 0.50; H 0.45; H 0.39; H 0.39; H 0.46; O -0.68; Cl 1.67; O -0.68; O -0.68; O -0.63



5 unconnected molecules or ions with the total composition C21H22F10N3O14S in a non-equilibrium geometry. Source: OMol25; level of theory: wB97M-V/def2-TZVPD.

E_HOMO: -0.4506 Ha
Kohn-Sham gap: 6.41 eV
multiplicity: 1
charge: +1

Cartesian coordinates (Å):
C (1.219, 2.216, 5.149)
C (1.010, 0.743, 5.426)
C (0.928, -0.237, 4.115)
C (-0.513, -0.309, 3.333)
N (-1.726, 0.463, 3.803)
N (-0.297, -1.259, 2.174)
S (-1.515, -1.701, 0.952)
O (-2.670, -2.377, 1.741)
O (-0.780, -2.754, 0.034)
C (-2.005, -0.157, 0.011)
F (-3.509, -0.210, -0.122)
F (-1.689, 1.121, 0.688)
C (-1.421, -0.058, -1.518)
F (-2.145, 1.101, -2.161)
F (-1.855, -1.261, -2.324)
C (0.207, 0.103, -1.633)
F (0.734, -1.063, -2.429)
F (0.928, 0.055, -0.328)
C (0.719, 1.455, -2.407)
F (2.223, 1.335, -2.495)
F (0.462, 2.625, -1.532)
F (0.244, 1.599, -3.802)
C (1.162, -1.753, 2.272)
N (1.949, -1.124, 3.438)
F (3.241, -1.288, 3.810)
H (1.318, 2.999, 6.035)
H (1.226, 2.645, 4.060)
H (0.869, 0.339, 6.519)
H (-1.914, 1.316, 3.231)
H (-2.571, -0.137, 3.927)
H (1.650, -2.537, 1.525)
C (2.207, 5.158, -2.001)
C (3.241, 5.858, -2.823)
O (3.150, 7.200, -2.386)
C (2.617, 7.174, -1.130)
O (2.555, 8.139, -0.387)
O (2.162, 5.926, -0.813)
H (2.479, 4.122, -1.783)
H (1.218, 5.175, -2.471)
H (4.252, 5.488, -2.625)
H (3.039, 5.784, -3.895)
C (-1.073, -6.214, 0.231)
C (-0.080, -7.223, -0.248)
O (0.881, -7.252, 0.790)
C (0.256, -6.816, 1.923)
O (0.738, -6.873, 3.041)
O (-0.980, -6.310, 1.640)
H (-2.089, -6.437, -0.107)
H (-0.813, -5.195, -0.072)
H (-0.517, -8.222, -0.353)
H (0.382, -6.935, -1.196)
C (3.642, 2.758, -6.225)
C (4.763, 2.220, -5.396)
O (5.542, 3.368, -5.118)
C (4.713, 4.447, -5.231)
O (5.010, 5.581, -4.895)
O (3.510, 4.090, -5.768)
H (2.712, 2.203, -6.077)
H (3.882, 2.772, -7.294)
H (4.416, 1.791, -4.450)
H (5.354, 1.471, -5.931)
C (-5.807, -2.370, 2.108)
C (-6.998, -3.084, 2.661)
O (-6.770, -3.064, 4.057)
C (-5.939, -2.010, 4.309)
O (-5.671, -1.595, 5.424)
O (-5.448, -1.481, 3.150)
H (-6.040, -1.819, 1.192)
H (-4.967, -3.045, 1.914)
H (-7.936, -2.561, 2.448)
H (-7.073, -4.112, 2.295)

In elementary charge units, the Mulliken charges are: C -0.53; C -0.18; C -0.29; C 0.26; N -0.34; N 0.18; S 0.84; O -0.41; O -0.55; C 0.54; F -0.25; F -0.25; C 0.45; F -0.26; F -0.23; C 0.65; F -0.28; F -0.24; C 0.66; F -0.27; F -0.24; F -0.21; C -0.17; N 0.33; F -0.13; H 0.28; H 0.24; H 0.33; H 0.29; H 0.32; H 0.41; C 0.12; C -0.05; O -0.35; C 0.56; O -0.56; O -0.35; H 0.02; H 0.20; H 0.25; H 0.17; C 0.12; C -0.35; O -0.31; C 0.62; O -0.55; O -0.30; H 0.31; H -0.11; H 0.27; H 0.31; C -0.27; C -0.17; O -0.32; C 0.67; O -0.55; O -0.30; H 0.24; H 0.28; H 0.10; H 0.31; C -0.13; C -0.36; O -0.31; C 0.63; O -0.56; O -0.26; H 0.31; H 0.14; H 0.27; H 0.30



A molecular structure, C21H22F7IO26PS in a non-equilibrium geometry. Source: OMol25; level of theory: wB97M-V/def2-TZVPD.

E_HOMO: -0.2156 Ha
Kohn-Sham gap: 7.38 eV
multiplicity: 1
charge: -1

Cartesian coordinates (Å):
O (-0.201, 3.558, 0.136)
S (-1.322, 4.084, -0.642)
O (-1.378, 5.542, -0.570)
O (-2.608, 3.464, -0.069)
O (-1.288, 3.588, -2.238)
P (0.063, 4.109, -3.121)
O (1.084, 5.041, -2.183)
I (1.389, 2.023, -3.489)
H (1.659, 5.504, -2.815)
C (-3.677, 0.956, 1.227)
C (-3.966, 0.925, 2.696)
O (-3.792, -0.444, 3.026)
C (-2.873, -0.924, 2.141)
O (-2.289, -1.954, 2.281)
O (-2.704, -0.088, 1.094)
F (-5.255, 1.274, 2.956)
H (-4.554, 0.713, 0.622)
H (-3.277, 1.918, 0.897)
H (-3.292, 1.535, 3.301)
C (-1.307, -2.677, 5.560)
C (-0.863, -1.297, 5.939)
O (-1.248, -1.206, 7.302)
C (-1.202, -2.480, 7.789)
O (-1.202, -2.753, 8.945)
O (-1.150, -3.395, 6.787)
F (-1.530, -0.352, 5.234)
H (-2.354, -2.712, 5.251)
H (-0.696, -3.108, 4.773)
H (0.213, -1.128, 5.850)
C (0.029, 7.728, 1.680)
C (1.424, 8.280, 1.710)
O (1.211, 9.680, 1.634)
C (-0.005, 9.905, 2.211)
O (-0.388, 10.974, 2.562)
O (-0.715, 8.759, 2.340)
F (2.134, 7.888, 0.626)
H (-0.351, 7.598, 0.665)
H (-0.057, 6.780, 2.208)
H (1.984, 8.045, 2.619)
C (2.438, 1.905, -8.865)
C (1.885, 3.189, -8.313)
O (1.954, 2.989, -6.918)
C (3.003, 2.140, -6.710)
O (3.516, 1.961, -5.660)
O (3.386, 1.531, -7.869)
F (0.584, 3.357, -8.667)
H (1.677, 1.127, -8.954)
H (2.919, 2.039, -9.834)
H (2.457, 4.080, -8.584)
C (-2.738, 1.751, -7.180)
C (-1.914, 1.485, -5.952)
O (-1.218, 2.701, -5.766)
C (-2.026, 3.676, -6.281)
O (-1.899, 4.832, -6.069)
O (-3.006, 3.145, -7.068)
F (-1.011, 0.495, -6.175)
H (-2.186, 1.560, -8.103)
H (-3.662, 1.174, -7.197)
H (-2.497, 1.256, -5.057)
C (0.309, -6.521, 2.086)
C (-0.635, -6.292, 3.230)
O (0.013, -5.281, 3.977)
C (0.741, -4.561, 3.069)
O (1.195, -3.488, 3.285)
O (0.873, -5.227, 1.896)
F (-0.747, -7.403, 4.005)
H (1.099, -7.228, 2.332)
H (-0.201, -6.863, 1.186)
H (-1.630, -5.950, 2.934)
C (3.653, -10.055, 3.377)
C (5.049, -9.504, 3.306)
O (4.951, -8.526, 2.288)
C (3.663, -8.079, 2.320)
O (3.287, -7.084, 1.799)
O (2.863, -8.918, 3.035)
F (5.933, -10.455, 2.914)
H (3.480, -10.851, 2.650)
H (3.399, -10.424, 4.369)
H (5.398, -9.037, 4.230)

In elementary charge units, the Mulliken charges are: O -0.67; S 1.05; O -0.62; O -0.76; O -0.19; P 0.25; O -0.35; I -0.20; H 0.29; C -0.07; C 0.38; O -0.32; C 0.70; O -0.56; O -0.26; F -0.30; H 0.18; H 0.04; H 0.31; C 0.60; C 0.31; O -0.31; C 0.58; O -0.54; O -0.32; F -0.22; H 0.18; H -0.49; H 0.24; C -0.27; C 0.32; O -0.32; C 0.64; O -0.53; O -0.31; F -0.26; H 0.22; H 0.28; H 0.24; C -0.40; C 0.31; O -0.23; C 0.63; O -0.45; O -0.35; F -0.26; H 0.28; H 0.28; H 0.21; C -0.42; C 0.29; O -0.01; C 0.56; O -0.51; O -0.36; F -0.28; H 0.26; H 0.28; H 0.29; C 0.12; C 0.32; O -0.31; C 0.69; O -0.53; O -0.30; F -0.30; H -0.25; H 0.29; H 0.29; C -0.43; C 0.28; O -0.33; C 0.66; O -0.47; O -0.30; F -0.29; H 0.27; H 0.27; H 0.28



A molecular structure, C21H22GeN7PdS. Source: OMol25; level of theory: wB97M-V/def2-TZVPD.

energy relative to the best compared isomer or geometry (same formula, charge and spin): 0.0 kcal/mol
E_HOMO (alpha / beta): -0.1689 / -0.1868 Ha
Kohn-Sham gap (alpha / beta): 7.11 / 5.68 eV
multiplicity: 3
charge: -1
expectation value of S²: 2.04

Cartesian coordinates (Å):
Pd (-0.684, -1.915, -1.089)
S (0.071, -3.151, 0.718)
C (0.143, -1.786, 1.789)
N (0.714, -2.059, 2.980)
N (0.616, -1.160, 3.978)
C (0.766, 0.239, 3.992)
C (0.227, 0.929, 5.076)
C (0.405, 2.299, 5.195)
C (1.115, 3.000, 4.233)
C (1.659, 2.307, 3.157)
C (1.496, 0.939, 3.032)
N (-0.451, -0.632, 1.518)
N (-0.974, -0.515, 0.301)
C (-1.869, 0.550, 0.168)
C (-2.104, 1.453, 1.215)
C (-2.975, 2.513, 1.033)
C (-3.645, 2.694, -0.171)
C (-3.436, 1.784, -1.198)
C (-2.559, 0.725, -1.035)
H (0.794, -1.599, 4.866)
H (-0.351, 0.386, 5.814)
H (-0.029, 2.819, 6.041)
H (1.247, 4.070, 4.316)
H (2.222, 2.840, 2.402)
H (1.933, 0.410, 2.199)
H (-1.584, 1.321, 2.152)
H (-3.131, 3.208, 1.849)
H (-4.325, 3.526, -0.303)
H (-3.957, 1.896, -2.141)
H (-2.402, 0.022, -1.842)
N (-0.700, -3.383, -2.514)
C (-0.869, -4.278, -3.227)
C (-1.066, -5.329, -4.113)
C (-0.363, -5.331, -5.341)
N (0.214, -5.331, -6.341)
C (-1.966, -6.368, -3.783)
N (-2.702, -7.217, -3.519)
C (1.071, 2.112, -0.853)
Ge (1.587, 0.533, -1.877)
C (2.906, -0.519, -0.886)
C (2.438, 1.197, -3.523)
C (0.184, -0.682, -2.470)
H (1.924, 2.795, -0.834)
H (0.799, 1.869, 0.171)
H (0.228, 2.629, -1.314)
H (3.712, 0.113, -0.507)
H (3.343, -1.274, -1.542)
H (2.443, -1.042, -0.049)
H (3.288, 1.839, -3.284)
H (1.726, 1.778, -4.111)
H (2.794, 0.371, -4.140)
H (0.676, -1.401, -3.129)
H (-0.598, -0.197, -3.060)

In elementary charge units, the Mulliken charges are: Pd -0.02; S -0.31; C 0.57; N -0.97; N 0.13; C 0.46; C -0.33; C -0.47; C -0.64; C -0.46; C -0.15; N -0.08; N 0.02; C 0.17; C 0.05; C -0.64; C -0.50; C -0.73; C -0.37; H 0.26; H 0.38; H 0.37; H 0.39; H 0.38; H 0.42; H 0.33; H 0.38; H 0.38; H 0.38; H 0.38; N -0.21; C 0.27; C -0.04; C 0.15; N -0.49; C 0.14; N -0.50; C -0.86; Ge 0.58; C -1.14; C -1.23; C -1.35; H 0.40; H -0.03; H 0.34; H 0.34; H 0.37; H 0.23; H 0.35; H 0.36; H 0.36; H 0.63; H 0.55



A single C21H22N2O3 molecule. Source: OMol25; level of theory: wB97M-V/def2-TZVPD.

energy relative to the best compared isomer or geometry (same formula, charge and spin): 51.9 kcal/mol
E_HOMO: -0.2854 Ha
Kohn-Sham gap: 8.32 eV
multiplicity: 1
SMILES: COc1ccc(NC(=O)c2cccc(-n3c(C)ccc3C)c2)c(OC)c1

Cartesian coordinates (Å):
C (2.139, -6.678, 1.549)
O (0.814, -6.418, 1.161)
C (0.473, -5.154, 0.783)
C (-0.855, -4.962, 0.412)
C (-1.299, -3.718, 0.014)
C (-0.426, -2.640, -0.023)
N (-0.794, -1.349, -0.412)
C (-2.007, -0.880, -0.810)
O (-3.011, -1.554, -0.926)
C (-1.986, 0.581, -1.129)
C (-2.832, 1.050, -2.130)
C (-2.831, 2.391, -2.468)
C (-1.994, 3.276, -1.813)
C (-1.167, 2.823, -0.789)
N (-0.317, 3.708, -0.109)
C (-0.699, 4.874, 0.512)
C (-2.117, 5.327, 0.577)
C (0.417, 5.441, 1.062)
C (1.514, 4.609, 0.757)
C (1.041, 3.542, 0.046)
C (1.792, 2.400, -0.548)
C (-1.173, 1.476, -0.445)
C (0.915, -2.829, 0.352)
O (1.709, -1.706, 0.292)
C (3.067, -1.822, 0.637)
C (1.358, -4.079, 0.752)
H (2.845, -6.484, 0.735)
H (2.169, -7.737, 1.803)
H (2.425, -6.090, 2.428)
H (-1.526, -5.805, 0.444)
H (-2.325, -3.567, -0.274)
H (-0.016, -0.704, -0.406)
H (-3.477, 0.347, -2.633)
H (-3.479, 2.750, -3.253)
H (-1.972, 4.318, -2.093)
H (-2.796, 4.477, 0.612)
H (-2.262, 5.930, 1.470)
H (-2.382, 5.940, -0.286)
H (0.447, 6.354, 1.624)
H (2.537, 4.779, 1.031)
H (1.815, 1.539, 0.124)
H (1.345, 2.085, -1.490)
H (2.820, 2.704, -0.732)
H (-0.564, 1.151, 0.386)
H (3.590, -2.526, -0.017)
H (3.491, -0.828, 0.503)
H (3.192, -2.129, 1.681)
H (2.387, -4.215, 1.039)

In elementary charge units, the Mulliken charges are: C -0.81; O -0.47; C 0.45; C -0.81; C -0.39; C -0.36; N -0.01; C 0.51; O -0.68; C 0.19; C -0.65; C -0.88; C -0.14; C -1.23; N 0.42; C 0.65; C -1.49; C -0.80; C -0.81; C 0.72; C -1.43; C 0.16; C 0.35; O -0.35; C -0.94; C -0.01; H 0.32; H 0.24; H 0.32; H 0.43; H 0.55; H 0.19; H 0.49; H 0.39; H 0.54; H 0.33; H 0.40; H 0.26; H 0.49; H 0.48; H 0.21; H 0.30; H 0.43; H 0.98; H 0.36; H 0.22; H 0.38; H 0.51



A single C21H22N2O3S molecule in a non-equilibrium geometry. Source: OMol25; level of theory: wB97M-V/def2-TZVPD.

energy relative to the best compared isomer or geometry (same formula, charge and spin): 51.6 kcal/mol
E_HOMO: -0.2985 Ha
Kohn-Sham gap: 8.58 eV
multiplicity: 1
SMILES: Cc1ccc(N(C)S(=O)(=O)c2cc(-c3cnc(C4CC4)o3)ccc2C)cc1

Cartesian coordinates (Å):
C (-3.672, -4.184, -0.325)
C (-3.178, -2.819, -0.698)
C (-1.982, -2.655, -1.383)
C (-1.504, -1.399, -1.708)
C (-2.222, -0.260, -1.353)
N (-1.778, 1.036, -1.645)
C (-0.767, 1.233, -2.655)
S (-1.766, 2.106, -0.333)
O (-0.866, 3.169, -0.671)
O (-3.112, 2.477, -0.012)
C (-1.005, 1.082, 0.942)
C (0.320, 0.821, 0.654)
C (1.071, -0.042, 1.447)
C (2.448, -0.323, 1.117)
C (3.433, -1.053, 1.731)
N (4.566, -0.995, 0.983)
C (4.262, -0.254, -0.043)
C (5.137, 0.114, -1.150)
C (6.161, -0.887, -1.626)
C (6.606, 0.316, -0.873)
O (2.993, 0.187, -0.026)
C (0.449, -0.627, 2.554)
C (-0.865, -0.336, 2.842)
C (-1.631, 0.521, 2.046)
C (-3.050, 0.788, 2.430)
C (-3.433, -0.418, -0.683)
C (-3.895, -1.678, -0.358)
H (-3.380, -4.919, -1.071)
H (-4.755, -4.190, -0.229)
H (-3.246, -4.488, 0.632)
H (-1.409, -3.526, -1.668)
H (-0.570, -1.317, -2.241)
H (-1.126, 0.834, -3.604)
H (-0.615, 2.306, -2.745)
H (0.190, 0.763, -2.403)
H (0.773, 1.316, -0.190)
H (3.408, -1.605, 2.647)
H (4.656, 0.751, -1.881)
H (6.350, -0.941, -2.687)
H (6.183, -1.836, -1.114)
H (7.109, 1.110, -1.404)
H (6.928, 0.179, 0.147)
H (1.005, -1.304, 3.184)
H (-1.330, -0.783, 3.708)
H (-3.105, 1.044, 3.487)
H (-3.647, -0.110, 2.273)
H (-3.470, 1.595, 1.841)
H (-4.004, 0.459, -0.430)
H (-4.839, -1.778, 0.159)

In elementary charge units, the Mulliken charges are: C -1.50; C 0.75; C -0.98; C -0.42; C 0.39; N 0.05; C -1.12; S 1.19; O -0.70; O -0.74; C 0.39; C -0.60; C 0.57; C 0.17; C -0.35; N -0.58; C 0.15; C -0.01; C -0.68; C -0.67; O -0.37; C -1.17; C -0.68; C 1.19; C -2.05; C -0.33; C -0.72; H 0.40; H 0.37; H 0.28; H 0.37; H 0.38; H 0.41; H 0.34; H 0.39; H 0.72; H 0.45; H 0.42; H 0.28; H 0.28; H 0.28; H 0.28; H 0.37; H 0.48; H 0.61; H 0.27; H 0.38; H 0.67; H 0.39



Number 1: energy -1800.11476 hartree. Number 2: energy -3427.04203 hartree. Number 3: energy -4506.19479 hartree. Number 4: energy -3799.67353 hartree. Number 5: energy -1148.66667 hartree. Number 6: energy -1546.81124 hartree.